(1)
81
Properties=species:S:1:pos:R:3:nbo_charge:R:1 method="wB97M-V/def2-TZVPD" orbital_gap_ev="6.4 / 6.9" multiplicity=6 charge=0 s_squared=8.7540 lumo_energy_ev="-0.5381 / -0.5458"
H -2.01763 3.13279 -2.24357 0.214
H -2.06764 -0.36125 5.30068 0.251
N -0.52196 0.37901 2.72633 -0.653
C 5.34921 -0.22471 -1.32949 -0.183
C -0.12503 2.11328 -2.42198 0.113
H 5.38084 2.29697 1.84766 0.217
H -1.79779 -3.85382 3.30557 0.475
H -2.01058 -5.15725 0.39452 0.223
C 2.52698 4.61751 5.08580 -0.250
H 0.40261 2.87962 -1.81982 0.125
O -0.51578 1.06319 -1.61944 -0.998
O -0.17388 -3.13330 3.15158 -1.146
H 1.18560 3.31690 3.90902 0.222
C 2.92130 -0.33430 -1.01627 0.218
H 1.81936 5.01630 5.79720 0.230
C -1.44479 0.48289 5.60065 -0.664
C 1.14045 -3.25482 -4.83595 -0.227
H 1.09393 2.32175 2.02382 0.220
N -1.12337 1.48423 3.32040 -0.251
C 2.35050 -2.86761 -4.33828 -0.227
C 3.26250 2.40591 2.14314 -0.016
H 4.74002 -1.86038 -3.41516 0.218
C 4.31267 1.06330 0.44389 -0.103
H 0.19442 -2.94742 -4.41465 0.225
C -1.35240 2.78026 -3.03324 -0.614
H 6.22094 -0.54382 -1.88717 0.219
C -1.49543 2.61203 2.62142 0.211
O 0.34070 -4.38331 1.02781 -0.998
H 1.03032 2.44698 -4.24878 0.198
H -2.20316 -3.78037 -0.69071 0.240
C -2.14894 -3.22054 1.37651 -0.637
N -2.10819 3.33012 3.58208 -0.394
H -3.17874 -2.92720 3.13078 0.473
C 0.84397 1.65705 -3.51637 -0.618
C 2.61792 -2.00368 -3.17307 -0.089
C 2.02991 1.93578 1.64092 0.070
H 0.53766 -1.92179 -2.54290 0.196
H -1.89890 2.04654 -3.63280 0.195
P -0.29586 -3.04633 1.66454 2.389
H -4.54990 -1.44389 -0.24246 0.517
H -1.76118 0.84114 6.57658 0.247
H 0.32694 0.13918 3.22892 0.376
C -1.58933 1.57787 4.61320 0.364
C 5.47200 0.61067 -0.27957 -0.167
C 3.25331 3.33962 3.28359 -0.250
C -2.51353 -4.19801 0.26803 -0.638
O -4.40044 -1.94078 0.56962 -1.011
C 2.54317 -4.31495 -6.33321 -0.410
H -0.41410 0.13187 5.66115 0.229
H -1.08489 3.62691 -3.67235 0.188
N -2.18437 2.70926 4.80591 -0.272
H -1.18754 -0.39124 2.79843 0.410
N 1.91969 1.06856 0.66612 -0.484
H 0.41199 0.79689 -4.03800 0.194
N -2.65635 -3.72612 2.72301 -0.733
O -3.13390 -1.14187 2.63430 -1.172
H 2.91970 -4.90356 -7.15349 0.242
H -3.21878 -4.56829 2.64657 0.412
H -2.53054 4.23004 3.43894 0.424
C 3.87308 -1.56784 -2.83192 -0.127
O 0.20688 -1.87722 0.89042 -1.198
N 1.69999 -0.80497 -1.31005 -0.464
C 4.40090 1.96250 1.52282 -0.142
Mn -0.11018 0.01938 -0.09294 1.534
C 4.05655 -0.71237 -1.73052 -0.095
H 6.44570 0.97369 0.02527 0.217
O -2.24989 -0.68822 0.21371 -1.178
S 3.62867 -3.51860 -5.28616 0.452
H 4.37620 5.62022 5.71851 0.241
H 0.68716 -4.21616 0.14471 0.505
H 0.40387 -4.49193 -6.51973 0.229
S 4.67847 4.13983 3.81321 0.450
S -1.25483 2.95550 1.01775 -0.210
P -2.96677 -1.54216 1.19270 2.389
C 2.18779 3.69367 4.05985 -0.225
C 1.24933 -4.08806 -5.98324 -0.250
C 3.84630 4.94553 5.06652 -0.410
C 3.04409 0.61823 0.07464 0.233
H 1.80880 1.35557 -3.09748 0.185
C 1.55130 -1.59198 -2.34374 0.096
H -3.59313 -4.34399 0.21569 0.225


(2)
65
Properties=species:S:1:pos:R:3:nbo_charge:R:1 method="wB97M-V/def2-TZVPD" orbital_gap_ev="5.0 / 5.1" multiplicity=2 charge=0 s_squared=0.7603 lumo_energy_ev="-0.9526 / -0.8879"
C -2.28699 1.02888 0.28453 -0.296
H 3.05920 2.74955 -1.50905 0.232
C 1.65254 2.06161 1.02940 -0.442
H -0.24524 2.41800 -2.90520 0.210
H -0.94662 2.36841 3.82950 0.204
C -0.00609 0.50684 4.39070 0.087
C -2.95616 -2.46908 -3.11373 -0.213
C 0.85642 2.36077 -2.83026 -0.598
H -3.81223 -0.93742 -4.39023 0.227
C 0.61077 -0.21712 5.44762 -0.333
H 1.05156 -2.28120 1.72688 0.193
C -1.07259 1.53465 4.54344 -0.627
H 3.32592 1.29151 -2.49669 0.202
N 1.76838 -2.09253 -2.04806 -0.665
C 0.64428 0.16089 -1.83978 -0.567
C -0.32095 2.79114 0.01422 -0.216
H 1.23395 1.86314 -3.74097 0.206
C -1.64774 -0.85676 -4.32071 -0.210
C -0.54763 -2.52642 -2.95022 -0.084
C -2.22386 0.68999 1.66491 -0.265
H -2.56923 1.34322 2.44252 0.233
H 2.45061 -1.21911 1.74340 0.217
C 1.82875 -1.85247 2.36553 -0.611
C -2.89177 -1.36973 -3.97165 -0.206
C 0.90258 2.13150 -0.25339 -0.277
O 1.67536 -0.75036 -0.03202 -0.698
H 1.26352 3.38776 -2.79323 0.225
C 1.33294 1.54622 -1.63179 0.004
H -3.91795 -2.90180 -2.86246 0.225
H 0.55965 -3.70894 -1.54244 0.206
H -1.75328 -1.24971 2.65162 0.250
C -1.99490 -0.17178 -0.46030 -0.312
H 3.31867 1.20194 -0.73112 0.223
C 1.41202 -1.20120 4.83556 -0.331
H -1.91371 -0.22675 -1.57204 0.230
H 2.69288 1.72747 1.15738 0.238
H 0.49874 -1.19930 -4.27752 0.225
H -1.04965 1.93239 5.57528 0.218
H -0.98205 3.13901 -0.81606 0.230
C 0.80806 2.68486 2.02179 -0.162
C 1.48909 -0.96365 -1.34990 0.780
C 1.26238 -1.04503 3.45137 0.080
C -1.79253 -3.00312 -2.55473 -0.139
N 0.45085 0.02151 3.16978 -0.599
H 1.10348 -3.89865 -3.13763 0.228
H 2.68180 -2.58980 -1.96940 0.425
C -1.80326 -0.64671 1.79231 -0.287
H -1.22288 -2.15868 0.19273 0.224
H 0.44104 -0.00594 6.51602 0.206
H 1.13253 2.90478 3.01757 0.243
C -1.59303 -1.18613 0.46201 -0.459
C -0.38020 3.10445 1.41207 -0.314
H 2.45793 -2.65149 2.74499 0.225
H -0.17760 0.17265 -1.12204 0.261
C -0.48113 -1.51660 -3.91917 -0.228
Ti 0.24791 0.30137 0.82464 1.445
H -2.67724 1.94280 -0.18740 0.232
C 2.84713 1.66975 -1.59760 -0.609
H -1.57697 0.04571 -4.91702 0.221
H 0.14750 0.03617 -2.78232 0.270
H -1.84918 -3.80151 -1.81533 0.214
C 0.73397 -3.12627 -2.41489 -0.216
H 2.04751 -1.96417 5.30412 0.201
H -2.06494 1.07000 4.37236 0.196
H -1.23230 3.60049 1.87211 0.229